# 1
Formula: C33H28F5IN10OS2Tc
Source: the Open Molecules 2025 dataset
Level of theory: wB97M-V/def2-TZVPD

Results
Total charge = +2
2S+1 = 4
Orbital gap (spin up / spin down) = 6.435 / 5.324 eV
⟨S²⟩ = 3.778

Geometry as XYZ:
```
81
Properties=species:S:1:pos:R:3:forces:R:3:mulliken_spin:R:1
Tc 0.583 0.645 -0.810 0.66 -0.37 0.43 2.946
C -1.229 4.326 -2.020 0.03 -0.07 -0.06 -0.001
C -0.608 4.686 -3.216 0.07 -0.08 0.02 0.012
C 0.315 3.830 -3.772 -0.06 0.07 0.18 -0.003
C 0.621 2.617 -3.145 -0.19 -0.03 0.13 0.038
N 0.027 2.289 -1.963 0.00 0.18 -0.23 -0.035
C -0.880 3.138 -1.435 -0.30 0.14 0.13 0.030
N 1.485 1.798 -3.821 0.50 -0.14 -0.25 0.052
C 1.601 0.543 -3.593 -0.29 0.47 0.02 -0.004
N 0.967 -0.148 -2.571 -0.06 0.28 0.00 0.058
C 0.918 -1.490 -2.910 -0.64 -0.39 0.30 -0.036
N 0.111 -2.353 -2.415 0.43 -0.14 -0.34 0.043
C -0.959 -1.997 -1.619 -0.27 0.03 0.23 0.006
C -1.959 -2.962 -1.474 0.08 0.16 0.00 0.001
C -3.110 -2.665 -0.772 0.10 0.06 0.03 0.000
C -3.253 -1.399 -0.218 -0.06 -0.03 -0.05 0.003
C -2.224 -0.498 -0.373 -0.16 0.13 0.02 0.003
N -1.095 -0.779 -1.040 0.05 0.11 0.04 0.013
C 1.829 -1.703 -4.041 0.39 0.40 -0.18 0.007
C 2.227 -2.846 -4.704 -0.08 -0.02 0.09 -0.003
C 3.080 -2.690 -5.793 -0.02 -0.11 0.03 0.002
C 3.486 -1.432 -6.223 -0.01 0.12 -0.04 0.002
C 3.065 -0.276 -5.570 -0.10 0.04 0.03 -0.003
C 2.249 -0.435 -4.469 0.03 -0.51 0.13 -0.013
H -1.960 4.968 -1.551 -0.02 -0.03 0.03 0.001
H -0.851 5.623 -3.697 0.02 0.00 -0.03 0.000
H 0.824 4.055 -4.697 0.01 -0.04 -0.02 0.000
H -1.318 2.834 -0.494 0.00 0.00 -0.03 -0.012
H -1.804 -3.916 -1.957 -0.01 -0.02 0.00 0.000
H -3.888 -3.408 -0.659 -0.02 0.00 -0.03 0.000
H -4.137 -1.111 0.331 0.03 0.03 0.05 0.000
H -2.298 0.491 0.064 0.02 -0.05 0.09 -0.002
H 1.885 -3.822 -4.388 0.00 -0.02 -0.03 0.000
H 3.426 -3.569 -6.319 0.00 0.01 -0.04 0.000
H 4.124 -1.345 -7.091 0.04 -0.03 0.02 0.000
H 3.352 0.709 -5.910 0.04 -0.01 -0.02 0.000
N 2.437 -2.996 -0.471 0.10 -0.18 0.08 0.002
C 1.628 -2.672 0.519 0.00 -0.18 -0.33 0.015
N 1.085 -3.626 1.272 0.17 0.00 -0.05 0.001
S 1.264 -1.053 0.944 -0.03 0.69 0.05 -0.018
H 2.661 -3.956 -0.679 -0.04 0.00 -0.04 0.001
H 2.911 -2.276 -0.992 -0.03 0.06 0.05 0.003
H 1.367 -4.590 1.191 0.00 0.00 0.04 0.000
H 0.523 -3.353 2.061 -0.10 0.00 -0.04 0.001
F 3.536 -0.517 -1.485 0.21 0.00 -0.13 -0.016
C 3.652 0.814 -1.253 -0.34 0.00 0.15 -0.060
C 2.531 1.521 -0.832 0.04 -0.04 0.07 0.009
C 2.774 2.868 -0.586 -0.19 -0.19 -0.02 -0.026
F 1.771 3.650 -0.142 0.05 0.14 -0.01 -0.002
C 3.999 3.480 -0.783 -0.04 0.00 0.04 -0.014
F 4.140 4.773 -0.533 0.07 0.05 -0.02 -0.001
C 5.073 2.732 -1.244 -0.22 -0.05 -0.01 0.034
F 6.237 3.302 -1.464 0.13 0.03 0.02 0.004
C 4.894 1.376 -1.474 -0.03 -0.09 0.02 -0.028
F 5.899 0.626 -1.901 0.08 0.01 -0.02 -0.001
N -0.114 3.266 2.569 -0.07 0.02 -0.30 0.017
C 0.531 2.256 2.017 0.29 0.29 0.51 0.002
O 0.097 1.727 0.968 -0.19 -0.47 -0.68 -0.035
C 1.786 1.811 2.708 -0.15 -0.28 0.00 0.012
I 1.299 0.614 4.421 0.42 0.14 0.07 0.002
H -0.980 3.595 2.172 -0.07 -0.11 0.04 0.000
H 0.193 3.680 3.434 0.03 -0.08 0.05 -0.001
H 2.355 2.654 3.088 -0.01 0.02 -0.04 0.000
H 2.396 1.194 2.057 -0.01 0.04 -0.03 -0.004
C -2.704 -2.693 6.790 0.11 -0.04 -0.02 0.000
C -3.366 -1.817 5.785 -0.19 0.01 0.02 0.000
C -4.719 -1.699 5.645 -0.04 0.01 0.02 0.000
C -5.222 -0.830 4.652 0.43 -0.03 -0.04 0.000
N -4.420 -0.196 3.811 -0.43 -0.06 0.17 0.000
C -3.093 -0.327 3.926 0.35 0.24 -0.33 0.000
S -2.029 0.431 2.868 -0.07 -0.09 -0.06 0.001
N -2.580 -1.106 4.938 -0.46 -0.05 0.15 0.000
C -6.686 -0.600 4.507 -0.08 -0.02 -0.03 0.000
H -3.402 -2.971 7.574 0.01 0.03 0.03 0.000
H -1.839 -2.200 7.235 -0.02 0.00 0.05 0.000
H -2.358 -3.611 6.309 0.02 0.01 0.00 0.000
H -5.389 -2.238 6.297 0.04 -0.01 0.04 0.000
H -1.579 -1.109 5.061 0.06 -0.01 -0.15 0.000
H -7.224 -0.880 5.410 -0.03 0.02 -0.01 0.000
H -7.067 -1.202 3.679 0.01 -0.01 0.01 0.000
H -6.872 0.443 4.261 -0.01 0.00 0.01 0.000
```
Positions in Å, forces in eV/Å.

# 2
Formula: C13H48AlF4N22O11
Source: the Open Molecules 2025 dataset
Level of theory: wB97M-V/def2-TZVPD

Results
Total charge = -1
Orbital gap = 5.890 eV

Geometry as XYZ:
```
99
Properties=species:S:1:pos:R:3:forces:R:3:mulliken_charge:R:1
F 1.457 -2.463 5.168 0.71 -0.57 0.14 -0.298
C 0.638 -1.400 5.333 -1.21 -0.08 -0.91 0.134
F 1.215 -0.364 4.665 0.64 0.54 -0.07 -0.255
C -0.764 -1.711 4.707 -0.45 0.17 1.09 0.358
F -0.634 -2.869 3.951 0.37 -0.16 -0.37 -0.323
F -1.014 -0.711 3.793 0.19 0.22 -0.45 -0.258
Al -2.374 -1.839 6.016 -0.81 -0.20 -0.15 -0.132
H 0.588 -1.155 6.382 -0.01 0.10 0.34 0.260
H -3.400 -0.654 5.593 0.15 0.21 0.00 -0.232
H -1.926 -1.699 7.534 0.63 0.02 -0.10 -0.125
H -3.092 -3.246 5.696 0.15 -0.16 0.02 -0.238
C -5.125 -1.714 2.464 0.53 -0.03 0.21 0.552
O -5.568 -2.588 3.187 -0.48 -0.03 -0.04 -0.676
N -4.032 -1.916 1.677 -0.02 -0.16 -0.50 -0.274
N -5.650 -0.452 2.400 -0.34 0.11 -0.15 -0.344
H -3.624 -1.208 1.092 0.12 0.25 0.22 0.230
H -3.607 -2.823 1.720 0.02 0.02 0.17 0.175
H -6.443 -0.256 2.980 0.06 -0.03 0.07 0.190
H -5.267 0.273 1.819 0.21 -0.07 0.04 0.197
C -1.899 1.437 1.282 0.39 -0.27 0.30 0.640
O -2.847 0.790 0.844 -0.27 0.03 -0.25 -0.759
N -2.071 2.461 2.165 -0.26 0.34 -0.03 -0.407
N -0.611 1.188 0.949 -0.25 0.02 -0.09 0.294
H -1.309 2.993 2.544 0.00 -0.12 -0.03 0.144
H -3.008 2.669 2.453 0.03 -0.08 0.09 0.192
H -0.429 0.432 0.309 0.08 -0.09 -0.02 0.011
H 0.168 1.714 1.325 -0.37 0.05 -0.29 -0.239
C 1.061 0.611 -2.156 0.50 -0.10 -0.16 0.566
O 0.489 -0.267 -1.531 -0.37 -0.19 0.19 -0.799
N 2.236 0.393 -2.808 -0.79 -0.16 0.00 -0.281
N 0.568 1.885 -2.244 -0.36 -0.04 -0.25 -0.189
H 2.737 1.101 -3.309 0.10 -0.01 0.04 0.241
H 2.626 -0.528 -2.749 -0.05 -0.04 0.04 0.187
H -0.291 2.081 -1.759 0.18 0.09 0.26 0.246
H 1.020 2.621 -2.754 0.05 -0.01 0.03 0.101
C 2.441 1.658 0.957 0.25 0.01 0.06 0.737
O 1.781 2.700 0.956 0.22 -0.03 0.02 -0.744
N 2.369 0.746 1.947 0.01 0.13 0.13 -0.147
N 3.293 1.358 -0.069 0.18 0.23 0.12 -0.217
H 2.900 -0.111 1.957 -0.01 -0.19 0.00 0.119
H 1.748 0.941 2.715 0.04 -0.19 0.03 0.196
H 3.358 2.022 -0.815 -0.07 -0.15 -0.01 0.026
H 3.843 0.520 -0.109 -0.11 -0.06 0.06 0.149
C -3.544 1.047 -3.728 0.04 -0.11 0.17 0.593
O -4.595 1.276 -4.306 0.00 0.03 -0.06 -0.690
N -2.387 1.718 -4.028 0.06 0.11 -0.29 -0.193
N -3.431 0.115 -2.740 0.03 -0.10 -0.14 -0.279
H -1.510 1.550 -3.572 0.02 -0.05 0.12 0.192
H -2.436 2.418 -4.748 0.00 0.08 0.08 0.060
H -4.261 -0.389 -2.489 0.00 0.05 0.07 0.181
H -2.577 -0.078 -2.248 -0.02 0.08 0.08 0.162
C -3.625 -0.712 10.446 0.01 -0.02 -0.17 0.530
O -3.133 -1.339 9.537 -0.18 -0.02 0.47 -0.431
N -3.970 0.611 10.320 -0.02 0.17 0.05 -0.381
N -3.883 -1.265 11.681 -0.01 0.00 0.15 -0.401
H -4.380 1.153 11.055 -0.01 -0.03 0.01 0.149
H -3.797 1.040 9.430 0.00 -0.08 -0.04 0.236
H -3.644 -2.231 11.804 0.00 0.00 -0.05 0.219
H -4.290 -0.761 12.444 0.00 0.02 -0.03 0.145
C 2.810 -3.003 1.462 -0.61 -0.05 0.16 0.785
O 3.682 -2.218 1.827 0.30 0.16 -0.32 -0.829
N 2.887 -3.683 0.273 0.33 -0.04 0.00 -0.418
N 1.717 -3.255 2.211 0.28 0.01 0.04 -0.159
H 2.188 -4.328 -0.041 -0.06 0.05 0.04 0.160
H 3.688 -3.511 -0.306 -0.04 0.05 -0.02 0.243
H 1.632 -2.765 3.087 -0.17 -0.09 0.03 0.106
H 0.987 -3.890 1.947 -0.08 0.09 0.00 0.113
C -0.051 3.673 -6.836 0.29 -0.07 0.06 0.519
O -0.879 4.237 -6.138 -0.13 -0.02 -0.05 -0.657
N 0.510 4.266 -7.931 0.06 0.16 0.00 -0.360
N 0.377 2.403 -6.582 -0.08 -0.03 0.15 -0.306
H 1.188 3.819 -8.519 -0.05 -0.06 -0.01 0.161
H 0.215 5.199 -8.150 -0.02 -0.02 0.00 0.227
H -0.019 1.940 -5.782 -0.01 -0.07 -0.05 0.154
H 1.053 1.917 -7.140 -0.03 0.01 -0.04 0.179
C 5.208 2.450 -3.702 0.51 0.45 0.07 0.632
O 4.255 1.699 -3.830 0.43 0.23 -0.37 -0.706
N 5.181 3.530 -2.867 -0.16 -0.16 -0.07 -0.338
N 6.379 2.270 -4.384 -0.22 -0.11 0.01 -0.435
H 5.949 4.161 -2.745 0.02 -0.03 0.00 0.175
H 4.335 3.691 -2.352 0.03 0.08 0.02 0.218
H 6.431 1.484 -5.004 0.00 -0.01 0.00 0.221
H 7.174 2.873 -4.293 -0.03 0.02 0.05 0.155
C 4.881 -6.936 3.048 -0.08 0.12 0.02 0.554
O 4.631 -7.774 3.896 0.05 -0.05 -0.03 -0.643
N 5.804 -7.155 2.056 0.10 -0.08 -0.09 -0.360
N 4.274 -5.717 3.007 -0.05 -0.03 0.04 -0.230
H 6.029 -6.483 1.349 -0.03 0.04 0.03 0.164
H 6.272 -8.041 2.055 -0.02 0.00 0.02 0.206
H 3.591 -5.516 3.715 0.00 0.04 -0.02 0.156
H 4.471 -5.020 2.312 -0.01 0.04 0.04 0.139
C -2.550 2.462 -10.185 0.00 0.02 0.12 0.642
O -1.808 1.518 -10.400 0.04 0.03 -0.06 -0.651
N -3.491 2.872 -11.092 -0.01 0.02 -0.14 -0.384
N -2.502 3.185 -9.031 0.04 0.01 -0.10 -0.280
H -4.113 3.642 -10.938 -0.01 -0.02 0.06 0.162
H -3.552 2.359 -11.951 0.00 -0.02 0.02 0.219
H -1.825 2.907 -8.347 -0.09 -0.02 0.07 0.216
H -3.098 3.966 -8.834 -0.03 -0.04 0.05 0.151
```
Positions in Å, forces in eV/Å.

# 3
Formula: C3H7NO
Source: the Open Molecules 2025 dataset
Level of theory: wB97M-V/def2-TZVPD

Results
Orbital gap = 10.431 eV
SMILES string = CNC(C)=O

Geometry as XYZ:
```
12
Properties=species:S:1:pos:R:3:forces:R:3:mulliken_charge:R:1
C 1.908 0.079 0.093 2.40 0.04 1.00 -0.753
N 0.627 -0.570 -0.202 2.63 -3.27 -0.55 -0.190
C -0.653 -0.182 -0.012 1.76 2.65 0.07 0.620
C -0.809 1.297 -0.012 -0.77 2.34 0.69 -1.079
O -1.548 -0.934 0.109 -2.55 -2.41 0.13 -0.572
H 1.965 1.198 -0.087 -0.60 -1.39 0.46 0.297
H 2.802 -0.300 -0.571 -2.08 0.31 0.98 0.260
H 2.282 -0.187 1.212 -0.98 0.90 -2.40 0.237
H 0.749 -1.640 -0.263 -0.59 2.40 0.24 0.251
H -0.124 1.800 0.721 -0.91 -0.52 -0.25 0.295
H -0.486 1.736 -0.935 0.46 -0.09 -0.87 0.353
H -1.869 1.696 0.054 1.22 -0.97 0.52 0.282
```
Positions in Å, forces in eV/Å.